1.
{"formula": "C3H5IS", "method": "ωB97M-V/def2-TZVPD", "species": ["I", "S", "C", "C", "C", "H", "H", "H", "H", "H"], "positions_angstrom": [[2.49964, 0.48520, -0.15754], [0.16202, -1.80126, -0.00918], [-0.63101, 0.65534, -0.11796], [-1.05623, 0.66725, 1.16741], [0.48253, -0.18112, -0.59974], [-0.58177, -0.01295, 1.92941], [0.45891, -0.06452, -2.35544], [-1.69509, 1.42972, 1.40401], [1.43516, -2.49802, -0.35384], [-1.07416, 1.32038, -0.90713]], "lowdin_charge": [0.695, 0.613, -0.403, -0.010, -1.244, 0.076, 0.186, 0.026, -0.047, 0.108], "de_lowest_kcal_mol": 72.31, "e_tot_ha": -813.0381, "spin_multiplicity": 1, "charge": 0, "gap_ha": 0.3131}



2.
{"formula": "C3H5IS", "method": "ωB97M-V/def2-TZVPD", "species": ["I", "S", "C", "C", "C", "H", "H", "H", "H", "H"], "positions_angstrom": [[2.50821, -2.73173, -0.88146], [-0.46932, 2.02082, 1.19017], [-0.88716, 0.71305, -0.00750], [0.98295, -1.26611, -0.81258], [0.65871, -0.60111, 0.23247], [0.26599, -1.24285, -1.55653], [-1.77608, 0.21290, 0.41645], [-1.70346, 2.43579, 1.33930], [-0.74413, 0.94870, -1.04295], [1.16427, -0.48947, 1.12263]], "mulliken_spin": [1.331, 0.009, 0.171, 0.371, 0.146, -0.022, 0.001, 0.004, -0.006, -0.007], "de_lowest_kcal_mol": 50.73, "e_tot_ha": -812.9200, "s_squared": 2.01, "spin_multiplicity": 3, "charge": 0, "gap_ha": [0.2221, 0.2029]}